The following is a DFT calculation (ωB97M-V/def2-TZVPD) of a structure of composition C45H63FHfN3O4P2 in a non-equilibrium geometry.

Each line ends with the Löwdin charge.
Positions of all 119 atoms, in Å:
1 Hf -0.02585 -0.27422 -0.14137  1.4862
2 C 0.24119 -0.52154 -2.50029  -0.1561
3 C -1.15424 -0.24641 -2.35802  -0.2068
4 C -1.72156 -1.36117 -1.64289  -0.1771
5 C -0.64896 -2.28849 -1.44443  -0.0891
6 C 0.53742 -1.81110 -2.01557  -0.2581
7 C 1.82495 -2.58179 -2.30269  -0.5306
8 C 3.02498 -2.04183 -1.52317  -0.0375
9 C 2.11442 -2.45390 -3.80483  -0.0224
10 C 1.63828 -4.05877 -1.96159  -0.0319
11 C -3.17713 -1.78293 -1.32172  -0.5036
12 C -4.05681 -0.75030 -0.59717  -0.0325
13 C -3.87886 -2.13333 -2.64706  -0.0240
14 C -3.17028 -3.08132 -0.49398  -0.0536
15 C -1.73428 0.81222 -3.32061  -0.4986
16 C -0.67423 1.90053 -3.59735  -0.0602
17 C -1.95398 0.09727 -4.66893  -0.0142
18 C -3.06021 1.44932 -2.89931  -0.0409
19 H 0.90313 0.05336 -3.12625  0.1175
20 H -0.76111 -3.26926 -1.01586  0.1106
21 H 3.18873 -0.98472 -1.74474  0.0527
22 H 3.93411 -2.57420 -1.81240  0.1066
23 H 2.88839 -2.16732 -0.44841  0.0645
24 H 2.40681 -1.43705 -4.07814  0.0875
25 H 1.24531 -2.73085 -4.40659  0.1032
26 H 2.93895 -3.11618 -4.07616  0.0986
27 H 1.48900 -4.19796 -0.89020  0.0563
28 H 2.53403 -4.61468 -2.24527  0.1001
29 H 0.79147 -4.49741 -2.49646  0.1037
30 H -4.34548 0.07526 -1.23699  0.0625
31 H -3.60012 -0.31699 0.29142  0.0332
32 H -4.97740 -1.23797 -0.27422  0.1041
33 H -4.11531 -1.24761 -3.23263  0.0641
34 H -4.82333 -2.63630 -2.42849  0.1034
35 H -3.27265 -2.80426 -3.25995  0.1044
36 H -2.56650 -3.03328 0.41504  0.0614
37 H -2.80946 -3.92762 -1.08280  0.0951
38 H -4.19317 -3.30996 -0.19641  0.0994
39 H 0.05968 1.56411 -4.33205  0.0920
40 H -0.12960 2.19507 -2.70331  0.0270
41 H -1.14816 2.78949 -4.01446  0.1022
42 H -1.02007 -0.33583 -5.03533  0.0958
43 H -2.30009 0.82390 -5.40932  0.1086
44 H -2.69470 -0.69577 -4.60660  0.0713
45 H -3.07738 1.75590 -1.85288  0.0556
46 H -3.89674 0.77417 -3.06382  0.0697
47 H -3.25236 2.33014 -3.51467  0.1017
48 C 3.03140 1.90582 -1.64545  -0.2173
49 P 2.24036 1.25405 -0.14938  0.8851
50 C 3.57433 0.41187 0.78336  -0.2054
51 C 1.85491 2.74703 0.81916  -0.3841
52 C 2.90503 3.45598 1.39819  -0.0780
53 C 2.65484 4.55714 2.20117  -0.0329
54 C 1.34654 4.95571 2.43378  -0.0280
55 C 0.29841 4.27376 1.83402  -0.0637
56 C 0.54072 3.17094 1.02344  -0.3853
57 P -0.83720 2.42076 0.09457  0.8936
58 C -1.14204 3.78828 -1.07112  -0.2162
59 C -2.28466 2.47202 1.19377  -0.2253
60 H 3.83339 2.58131 -1.34720  0.0640
61 H 2.30237 2.46230 -2.23618  0.0474
62 H 3.44451 1.10543 -2.25975  0.0438
63 H 3.82661 0.99405 1.66667  0.0527
64 H 4.45129 0.30539 0.14642  0.0665
65 H 3.26463 -0.58229 1.10123  0.0240
66 H 3.93394 3.14981 1.23788  0.1136
67 H 3.47830 5.09803 2.64851  0.1223
68 H 1.14082 5.80588 3.07189  0.1235
69 H -0.71434 4.61890 2.00739  0.1101
70 H -1.34765 4.66822 -0.46125  0.0642
71 H -1.98417 3.60324 -1.73158  0.0379
72 H -0.25410 3.98059 -1.66670  0.0544
73 H -2.57545 3.50296 1.38802  0.0580
74 H -2.04587 1.98322 2.13838  0.0533
75 H -3.12792 1.96378 0.72261  0.0376
76 F 0.64430 -6.96881 1.49752  0.0857
77 C 0.89898 -5.93471 2.32273  -0.1748
78 C 0.81977 -4.66940 1.84390  0.0955
79 C 1.14421 -3.58025 2.67388  -0.0388
80 C 1.03476 -2.22294 2.20909  -0.2506
81 O 0.76200 -1.99599 0.96278  -0.1534
82 C 1.24485 -1.20844 3.14785  -0.0291
83 C 1.65872 -1.53350 4.41960  0.0828
84 N 1.84142 -2.78267 4.84012  0.0430
85 C 2.28056 -3.01554 6.22139  -0.2401
86 C 3.62456 -3.63922 6.44732  -0.0821
87 C 3.40751 -2.18911 6.75366  -0.0636
88 C 1.54718 -3.84706 3.99089  -0.0909
89 C 1.59361 -5.16321 4.46965  0.0812
90 C 1.26813 -6.23104 3.65483  -0.1222
91 N 1.28969 -7.53886 4.13605  -0.0764
92 C 0.38439 -8.59387 3.70432  -0.1183
93 C 1.12178 -9.71359 2.99190  -0.0690
94 N 2.22052 -10.22228 3.90551  0.0714
95 C 3.14910 -9.11293 4.35211  -0.0655
96 C 2.32776 -8.02436 5.02722  -0.1213
97 C 1.01087 0.23405 2.85428  -0.5534
98 O 1.50537 1.10418 3.52234  0.1371
99 O 0.21044 0.42640 1.82293  -0.3182
100 H 0.52067 -4.49975 0.82052  0.1151
101 H 1.85792 -0.74753 5.13708  0.1644
102 H 1.46329 -3.26338 6.88488  0.1632
103 H 4.21543 -3.87028 5.56990  0.1182
104 H 3.72333 -4.33689 7.26852  0.1159
105 H 3.87009 -1.46705 6.09340  0.1177
106 H 3.33673 -1.87809 7.78574  0.1228
107 H 1.83765 -5.34184 5.50693  0.1220
108 H -0.39703 -8.21127 3.05784  0.1385
109 H -0.11333 -9.00413 4.59244  0.1444
110 H 1.60897 -9.36591 2.08408  0.1372
111 H 0.47291 -10.55631 2.76336  0.1466
112 H 2.75331 -10.95865 3.44041  0.1897
113 H 1.79517 -10.65877 4.72723  0.1867
114 H 3.62975 -8.74183 3.44953  0.1449
115 H 3.89593 -9.54868 5.01162  0.1452
116 H 3.00144 -7.22538 5.32442  0.1320
117 H 1.87383 -8.42432 5.94236  0.1442
118 O -2.24444 -1.22496 2.50497  0.2168
119 C -1.80876 -0.92652 1.51846  -0.0124

Cartesian forces, eV/Å:
Hf -0.027 -0.589 1.426
C 0.036 -0.130 -0.642
C -0.157 0.105 -0.527
C -0.189 0.035 -0.146
C -0.160 -0.074 -0.265
C 0.299 -0.134 -0.231
C -0.088 -0.012 0.089
C 0.009 0.042 -0.022
C 0.002 -0.009 -0.111
C -0.014 -0.084 -0.029
C 0.107 0.020 -0.107
C 0.017 0.022 -0.040
C -0.070 -0.050 -0.031
C -0.030 -0.057 -0.034
C 0.081 -0.014 0.097
C -0.016 -0.011 -0.051
C 0.009 -0.005 -0.104
C 0.011 0.023 0.009
H 0.072 0.112 0.133
H 0.024 0.094 0.217
H -0.003 -0.029 0.019
H -0.049 0.006 -0.006
H -0.010 -0.006 0.010
H -0.033 -0.039 0.023
H 0.044 -0.008 0.051
H -0.018 0.041 -0.002
H 0.015 0.013 -0.023
H -0.035 0.018 0.018
H 0.054 0.045 0.021
H 0.016 0.002 -0.037
H 0.020 -0.022 0.033
H 0.007 0.010 -0.012
H 0.025 -0.042 0.023
H 0.027 0.011 -0.018
H -0.007 0.019 0.048
H -0.002 0.060 0.017
H -0.016 0.045 0.009
H 0.016 -0.024 0.001
H -0.045 -0.007 0.024
H 0.003 -0.013 0.037
H 0.011 -0.038 0.000
H -0.047 0.020 0.018
H 0.023 -0.046 0.047
H -0.008 0.001 0.011
H 0.028 0.014 0.015
H 0.013 0.005 0.020
H 0.008 -0.024 0.021
C 0.053 -0.008 -0.059
P -0.190 0.136 -0.121
C 0.006 0.020 0.002
C 0.119 -0.052 -0.003
C 0.022 0.034 0.017
C -0.030 -0.002 -0.002
C 0.015 -0.005 -0.006
C 0.007 0.071 0.068
C -0.075 0.039 -0.071
P 0.255 -0.047 0.043
C -0.181 0.006 0.060
C -0.021 0.002 0.062
H 0.034 0.023 -0.079
H 0.020 0.005 0.031
H -0.007 0.020 0.016
H 0.038 -0.007 0.011
H 0.035 0.006 0.023
H -0.027 0.010 -0.009
H -0.060 0.018 -0.004
H -0.019 -0.011 -0.008
H 0.012 -0.031 -0.027
H 0.030 -0.020 -0.006
H -0.017 0.053 -0.036
H -0.005 -0.005 0.000
H 0.036 0.051 0.015
H -0.043 0.014 0.048
H 0.002 0.006 -0.013
H 0.016 0.036 -0.015
F 0.006 0.046 -0.059
C -0.023 -0.149 -0.025
C 0.002 0.119 -0.061
C -0.024 -0.026 0.006
C -0.006 0.067 -0.439
O -0.116 0.047 0.026
C 0.010 -0.016 0.222
C 0.065 -0.099 0.172
N 0.064 -0.086 0.067
C -0.069 0.030 -0.240
C 0.046 -0.044 -0.004
C -0.005 0.060 0.024
C 0.020 0.055 0.270
C 0.029 0.007 0.072
C -0.092 -0.193 0.241
N 0.227 -0.065 -0.254
C 0.014 0.111 0.141
C 0.198 -0.072 0.097
N -0.034 0.145 -0.011
C -0.172 -0.165 -0.179
C -0.190 0.045 0.083
C -0.041 0.032 -0.423
O -0.070 0.069 0.114
O 0.314 0.303 0.335
H -0.001 0.011 0.011
H -0.011 0.016 -0.038
H -0.038 -0.026 -0.012
H -0.008 0.014 0.019
H -0.007 0.030 -0.025
H 0.001 -0.036 0.017
H 0.010 0.000 -0.011
H -0.003 0.014 -0.046
H 0.001 0.019 -0.009
H -0.024 0.016 0.006
H 0.001 0.024 -0.033
H -0.032 0.004 -0.005
H 0.022 -0.002 -0.052
H -0.008 -0.010 0.038
H 0.052 0.023 -0.017
H -0.008 0.003 0.060
H 0.007 0.044 -0.042
H 0.039 0.022 0.044
O -0.127 -0.046 0.095
C 0.003 0.005 -0.112

The frontier orbital gap is 7.655 eV. For the LUMO energy, the calculation gives -7.79 eV. As for the total charge: +3. For the HOMO energy, the calculation gives -15.44 eV. The calculation puts the relative energy (zero: lowest compared OMol25 entry of this formula, charge and spin) at 13.3 kcal/mol.

---

The following is a DFT calculation (ωB97M-V/def2-TZVPD) of a cluster of 16 separate species, H31O16 in total in a non-equilibrium geometry.

Each line ends with the natural charge from an NBO analysis.
Positions of all 47 atoms, in Å:
1 O 3.93661 1.93413 1.68800  -0.9199
2 H 1.41114 -3.41774 2.54884  0.4574
3 H 3.19230 -2.05666 1.65870  0.4767
4 O -4.06630 -0.41681 0.36185  -0.9127
5 H 3.31354 2.46868 2.17414  0.4621
6 H 3.28736 1.49013 1.17093  0.4578
7 O -1.38014 -3.54738 -3.78239  -0.9349
8 H -3.27582 -0.31569 -0.26551  0.4823
9 H 4.28516 -1.06171 1.15367  0.4793
10 O 3.83695 -1.96665 0.99178  -0.9576
11 H 0.29258 0.13750 -1.03827  0.4735
12 H -3.46188 -0.20943 1.25324  0.4806
13 O 1.31913 -3.46892 1.68253  -0.9222
14 H -3.37046 0.06746 4.43611  0.4625
15 H -1.23084 2.75569 0.40387  0.4471
16 O 0.41880 4.43238 1.96627  -0.9444
17 H -0.36862 4.17367 2.48273  0.4731
18 H 0.48520 3.92845 1.12169  0.4742
19 O 1.51735 4.42062 -3.67690  -0.9325
20 H 2.13669 3.78270 -3.85626  0.4642
21 H 1.02368 4.19905 -2.92640  0.4686
22 O -1.10432 -0.78698 -3.82400  -0.9329
23 H -0.33723 -0.85613 -4.34311  0.4748
24 H -0.76118 -2.83171 -3.74059  0.4775
25 O -2.47359 -2.43763 0.82286  -1.0021
26 H -2.48659 -3.23743 0.41795  0.4656
27 O -3.51400 0.14437 3.63194  -0.9495
28 H 1.74296 -4.21145 1.42676  0.4681
29 H -4.01020 0.86562 3.26407  0.4916
30 O -0.29219 0.68643 1.96840  -0.5777
31 H -0.83444 -4.15919 -3.22447  0.4485
32 H 1.12859 0.33038 2.18025  0.4743
33 O -1.82123 3.38602 -0.13985  -0.9137
34 H 1.65835 -1.16865 -2.64051  0.4943
35 H -0.38935 0.11797 0.75139  0.4601
36 O 0.67418 0.63632 -1.94748  -0.9797
37 H -0.90285 0.38714 2.54667  0.4767
38 H 2.10283 -0.13914 3.49161  0.4716
39 O -0.70401 -0.59702 -0.01375  -0.7813
40 H -2.66206 3.17864 0.33588  0.4657
41 H -0.46460 -1.48059 0.09741  0.5170
42 O 2.12009 -0.06820 2.39540  -0.9951
43 H -3.20030 -1.82212 0.36199  0.4855
44 H -0.93393 -0.74865 -2.93006  0.4674
45 O 1.50866 -2.19786 -2.77067  -0.9613
46 H 1.47186 1.01777 -1.44236  0.4600
47 H 1.35042 -2.38575 -1.69961  0.4594

Cartesian forces, eV/Å:
O 0.491 0.723 0.095
H 0.487 0.457 6.261
H -1.326 0.170 1.145
O 4.480 1.433 2.171
H 0.168 0.696 0.816
H -0.360 -1.255 -0.886
O 0.857 -1.892 1.293
H -1.773 0.290 0.460
H -1.266 -2.292 -0.219
O 2.624 2.190 -1.140
H 0.562 1.321 -3.528
H -2.751 -0.932 -2.873
O -2.758 3.333 -4.773
H 1.438 -0.288 11.803
H -0.979 1.432 -1.520
O 0.145 -0.525 -0.217
H 0.537 -0.010 -0.902
H -0.587 0.626 1.155
O -1.173 3.217 -1.178
H 2.107 -2.472 -0.426
H -0.966 -0.755 1.583
O -2.908 0.044 -2.366
H 1.742 0.074 -0.463
H 0.140 1.423 -0.409
O -1.414 4.982 0.682
H -0.233 -3.801 -1.902
O -0.981 -0.043 -12.911
H 2.182 -3.769 -1.503
H -0.376 0.460 0.963
O 2.672 2.123 -3.868
H -1.086 0.095 -0.803
H 3.422 -1.616 1.098
O 0.382 -2.165 2.364
H -0.511 -2.671 -0.754
H -0.485 -1.604 -0.817
O 1.181 -0.743 4.829
H -3.712 -1.911 3.437
H 0.159 0.381 -4.466
O -0.339 4.479 0.229
H 0.520 0.595 -0.867
H 0.594 -2.696 1.225
O -2.961 0.766 3.850
H 1.720 -2.362 1.576
H 1.197 0.266 2.637
O -0.308 2.354 5.036
H -1.314 -0.424 -1.666
H 0.759 0.292 -4.252

The frontier orbital gap (spin up / spin down) is 9.730 / 4.694 eV. For the LUMO energy (spin up / spin down), the calculation gives -0.95 / -5.98 eV. As for the total charge: 0. The spin multiplicity is 2. The expectation value of S² is 0.76. For the HOMO energy (spin up / spin down), the calculation gives -10.68 / -10.68 eV. The calculation puts the relative energy (zero: lowest compared OMol25 entry of this formula, charge and spin) at 108.7 kcal/mol.

---

The following is a DFT calculation (ωB97M-V/def2-TZVPD) of a cluster of 2 separate species, C4H6BrNO3 in total in a non-equilibrium geometry.

Each line ends with the natural charge from an NBO analysis.
Positions of all 15 atoms, in Å:
1 C 3.34189 1.56363 1.55854  0.5056
2 C -0.81651 -0.66988 -1.49468  -0.6025
3 C -0.30016 0.14248 -0.32993  -0.4694
4 C 1.01458 -0.34597 0.16514  0.1111
5 N 1.15513 -0.86581 1.33126  0.3184
6 O 2.37744 -1.46795 1.63942  -0.5592
7 O 3.73740 2.60104 1.31522  -0.5078
8 O 0.37351 -0.90808 2.33037  -0.5269
9 Br 2.48406 -0.34486 -1.08734  0.0849
10 H 2.38290 -1.89177 2.59700  0.5161
11 H -1.32362 -1.59642 -1.15792  0.2170
12 H -1.47479 -0.05733 -2.13786  0.2194
13 H 0.05809 -0.90369 -2.04497  0.2131
14 H -0.04641 1.18283 -0.64364  0.2230
15 H -1.05768 0.27807 0.46090  0.2572

Cartesian forces, eV/Å:
C 0.470 1.399 -0.202
C -0.911 0.136 0.201
C -0.064 1.916 0.458
C 0.365 -0.589 -0.392
N 0.577 -1.230 3.241
O 1.241 -0.971 0.817
O -0.463 -1.282 0.276
O -0.370 0.417 -1.396
Br -0.734 -0.097 0.789
H -1.188 1.729 -2.674
H 0.274 0.556 -0.281
H 0.148 -0.461 0.396
H 0.496 -0.624 -1.041
H -0.477 -0.522 -0.166
H 0.638 -0.378 -0.027

The frontier orbital gap is 9.432 eV. For the LUMO energy, the calculation gives 0.47 eV. As for the total charge: 0. For the HOMO energy, the calculation gives -8.96 eV. The calculation puts the relative energy (zero: lowest compared OMol25 entry of this formula, charge and spin) at 28.0 kcal/mol.